{"formula": "C21H36BrN4O2V", "method": "ωB97M-V/def2-TZVPD", "lumo_ev": [-1.7, -1.7], "charge": 0, "total_energy_ha": -4709.05975, "homo_energy_ev": [-7.8, -7.8], "homo_lumo_gap_ev": [6.154, 6.148], "species": ["V", "N", "N", "N", "N", "H", "C", "H", "H", "H", "C", "H", "H", "C", "H", "H", "H", "H", "C", "H", "H", "C", "H", "C", "H", "H", "H", "C", "H", "H", "H", "H", "C", "H", "H", "C", "H", "C", "H", "H", "H", "H", "C", "C", "H", "H", "C", "H", "C", "H", "H", "Br", "C", "C", "C", "C", "C", "C", "C", "O", "O", "H", "H", "H", "H"], "xyz": [[-0.997511, -0.782959, -0.190864], [-0.290819, -2.268368, -1.167128], [-0.263301, -1.205550, 1.615076], [-0.850811, 1.015606, -1.180484], [-1.979691, 0.716043, 0.674323], [-1.362630, -3.663804, -0.027294], [-0.394696, -3.558719, -0.545414], [0.378142, -3.643028, 0.217348], [-0.318179, -4.376557, -1.273325], [0.133461, -2.782516, -3.196040], [0.396571, -2.053394, -2.412413], [1.473987, -2.064458, -2.220115], [0.140574, -1.044681, -2.787413], [-1.279524, -2.035669, 2.202315], [-1.637585, -1.658247, 3.182589], [-2.145726, -2.086452, 1.520567], [-0.912315, -3.071559, 2.369424], [0.400055, -0.533273, 3.542624], [0.798344, -0.954209, 2.593455], [1.340255, -1.884028, 2.861830], [1.541152, -0.235357, 2.220751], [-0.551479, 1.591523, -2.491340], [-0.976239, 0.908682, -3.243681], [0.940765, 1.687549, -2.789591], [1.465911, 0.753743, -2.614431], [1.070265, 1.985323, -3.836377], [1.407671, 2.468938, -2.155972], [-1.192113, 2.950977, -2.653106], [-0.883955, 3.385996, -3.604929], [-2.282086, 2.884114, -2.661780], [-0.879622, 3.627538, -1.854707], [-4.587305, 1.818805, 2.468340], [-4.027125, 1.625717, 1.546905], [-3.750153, 2.583621, 1.095379], [-4.670100, 1.080347, 0.859531], [-2.803682, 0.816258, 1.851561], [-3.118625, -0.197958, 2.139984], [-1.937545, 1.347739, 2.999542], [-0.880086, 1.413793, 2.701720], [-2.290450, 2.338984, 3.302119], [-2.005566, 0.664941, 3.877272], [-2.251206, 2.488437, -0.493755], [-1.738901, 1.542101, -0.311525], [-2.493078, -1.353875, -1.071458], [-2.020564, -1.346084, -2.085642], [-2.644467, -2.334166, -0.646744], [-3.692836, -0.434516, -1.049198], [-4.596331, -0.858398, -0.652092], [-3.720382, 0.785010, -1.612147], [-3.260484, 1.055582, -2.577415], [-4.330862, 1.619103, -1.199594], [3.417347, -2.551838, 0.651929], [4.564144, -1.032789, 0.662806], [5.941404, -1.242668, 0.950184], [6.802751, -0.155802, 1.006311], [6.316878, 1.141004, 0.778104], [4.969298, 1.328721, 0.501588], [4.075654, 0.249076, 0.413436], [2.602919, 0.516024, 0.148677], [2.128653, 1.528773, 0.733129], [1.984200, -0.284410, -0.611279], [6.295263, -2.250049, 1.121200], [7.873226, -0.322290, 1.236265], [6.992712, 2.003300, 0.821735], [4.566429, 2.344303, 0.349237]], "forces_ev_per_angstrom": [[7.888, 1.165, 3.422], [0.381, 1.353, 1.551], [-1.147, -0.407, -1.421], [-0.806, -0.335, 0.936], [0.363, -0.131, -0.425], [0.224, -0.079, -0.175], [0.261, -0.095, -0.365], [0.205, -0.284, 0.114], [0.090, 0.080, 0.121], [0.030, -0.011, 0.198], [-0.484, -0.102, -0.365], [-0.024, 0.093, -0.078], [0.225, -0.383, 0.119], [-0.135, -0.601, 0.218], [0.037, -0.018, -0.436], [-0.117, -0.208, 0.266], [-0.214, 0.360, -0.048], [-0.129, -0.223, -0.510], [0.509, 0.596, -0.228], [-0.394, 0.219, -0.301], [-0.388, -0.243, -0.053], [0.121, -0.319, -0.121], [-0.135, 0.054, 0.020], [0.305, 0.510, 0.318], [0.001, -0.010, 0.127], [-0.063, -0.049, 0.105], [-0.203, -0.493, -0.209], [-0.271, 0.253, -0.204], [0.008, -0.017, 0.055], [0.047, 0.172, 0.040], [0.042, 0.008, -0.051], [0.018, 0.080, -0.171], [-0.651, 0.381, 0.449], [-0.143, -0.002, 0.161], [-0.083, 0.124, 0.049], [0.575, 0.078, -0.003], [0.042, 0.212, -0.373], [0.031, -0.142, 0.779], [-0.423, -0.007, 0.102], [0.184, -0.079, 0.068], [0.057, 0.585, -0.429], [0.394, 0.116, 0.300], [0.854, -0.486, -0.142], [-4.304, 0.629, -3.235], [-0.770, -0.307, 0.474], [-0.523, -0.568, -0.447], [0.320, -0.492, -0.980], [-0.174, 0.431, 1.521], [-1.473, 0.113, -1.056], [0.849, -0.201, 1.058], [-0.445, -1.080, -0.733], [0.288, -0.193, 0.052], [1.195, 0.406, -0.020], [-1.062, 0.314, -0.178], [0.374, 0.061, 0.027], [0.030, -0.139, 0.013], [-0.058, 0.326, -0.109], [0.165, -0.386, 0.218], [-1.039, 0.895, 0.042], [0.337, -0.886, -0.487], [0.082, 0.298, 0.467], [0.013, 0.019, 0.047], [-0.788, 0.131, -0.188], [-0.287, -0.400, 0.003], [0.185, -0.685, 0.103]]}